DFT (wB97M-V/def2-TZVPD) results for a 3-piece molecular cluster, C3H6N overall.

Properties
charge: +1
ΔE to the lowest compared entry with this formula, charge and spin: 120.2 kcal per mole
LUMO (spin up / spin down): -6.42 / -6.42 eV
Kohn-Sham gap (spin up / spin down): 9.196 / 9.195 eV

XYZ file:
```
10
C3H6N wB97M-V/def2-TZVPD
C -0.3480 -0.2457 -0.9406
C -0.8918 -1.3561 -0.9000
C -0.0704 1.2958 0.6810
N -0.2737 1.0823 -0.5770
H 1.5560 -1.1272 0.8570
H -1.1101 -2.3675 -0.5281
H 2.1238 -1.5432 0.2465
H 0.3339 0.4653 1.1458
H -0.4286 2.0068 1.3445
H -0.8910 1.7894 -1.3292
```

***

DFT (wB97M-V/def2-TZVPD) results for one molecule with the formula C3H6N2.

Properties
ΔE to the lowest compared entry with this formula, charge and spin: 23.3 kcal per mole
LUMO: 1.04 eV
SMILES: C1=NCCN1
Kohn-Sham gap: 9.412 eV

XYZ file:
```
11
C3H6N2 wB97M-V/def2-TZVPD
C -0.7768 -0.8975 0.0327
N -1.3018 0.3007 -0.1028
C -0.1025 1.2240 0.0701
C 1.1915 0.3136 -0.0506
N 0.6256 -0.9826 -0.0027
H -1.4487 -1.7368 0.0091
H -0.1090 1.9841 -0.6811
H -0.2980 1.6371 1.1522
H 1.7031 0.4470 -1.0396
H 1.8994 0.4513 0.7484
H 1.1135 -1.8494 0.2367
```

***

DFT (wB97M-V/def2-TZVPD) results for one molecule with the formula C3H6N2.

Properties
ΔE to the lowest compared entry with this formula, charge and spin: 92.2 kcal per mole
LUMO: 1.22 eV
SMILES: C1[C@@H]2NN[C@H]12
Kohn-Sham gap: 9.808 eV

XYZ file:
```
11
C3H6N2 wB97M-V/def2-TZVPD
C 1.1104 -0.0149 0.5106
C 0.1648 0.6660 -0.4752
N -1.2657 0.7093 0.1204
N -1.2013 -0.7926 0.1724
C 0.1219 -0.8255 -0.4117
H 1.0505 -0.0747 1.6032
H 2.2241 0.1647 0.3710
H 0.5333 1.3663 -1.1962
H -1.2056 1.1245 1.0886
H -1.9498 -0.9527 -0.4603
H 0.4173 -1.3703 -1.3228
```

***

DFT (wB97M-V/def2-TZVPD) results for one molecule with the formula C3H6N2.

Properties
ΔE to the lowest compared entry with this formula, charge and spin: 23.3 kcal per mole
LUMO: 0.94 eV
SMILES: CNCC#N
Kohn-Sham gap: 10.677 eV

XYZ file:
```
11
C3H6N2 wB97M-V/def2-TZVPD
C 1.2786 -0.5299 -0.2413
N 0.4704 0.2961 0.6335
C -0.6793 0.9104 0.0644
C -1.7837 -0.1571 -0.2522
N -2.4088 -1.1417 -0.2667
H 0.7471 -1.4084 -0.6321
H 2.1521 -0.8730 0.3200
H 1.6263 0.0759 -1.0828
H 0.1606 -0.2347 1.4340
H -1.2072 1.5400 0.7810
H -0.3696 1.5292 -0.7893
```

***

DFT (wB97M-V/def2-TZVPD) results for a 2-piece molecular cluster, C3H6N2 overall.

Properties
ΔE to the lowest compared entry with this formula, charge and spin: 158.4 kcal per mole
LUMO (spin up / spin down): -0.14 / -0.12 eV
Kohn-Sham gap (spin up / spin down): 8.292 / 8.312 eV

XYZ file:
```
11
C3H6N2 wB97M-V/def2-TZVPD
C -2.2214 2.3513 2.6170
C 0.2106 -0.9524 -1.1729
C 0.3090 -1.0478 -2.6031
N -1.3553 1.9936 1.7536
N -0.6338 1.7916 0.9215
H -2.5289 1.4784 3.1048
H -2.1774 3.2620 3.1859
H 1.1064 -1.4747 -0.6904
H -0.3380 -1.9376 -2.9195
H 1.2412 -1.3745 -3.0654
H -0.0310 -0.2562 -3.3414
```

***

DFT (wB97M-V/def2-TZVPD) results for one molecule with the formula C3H6N2O.

Properties
ΔE to the lowest compared entry with this formula, charge and spin: 127.4 kcal per mole
LUMO: 0.84 eV
SMILES: [O-][NH+]=C1CNC1
Kohn-Sham gap: 9.408 eV

XYZ file:
```
12
C3H6N2O wB97M-V/def2-TZVPD
O 2.2328 -1.0071 1.1101
N 1.6321 0.1054 0.7063
C 0.4514 0.1374 0.1792
C -0.5625 1.1268 -0.3484
N -1.5628 0.0309 -0.3410
C -0.5274 -0.9949 -0.0458
H 2.5152 0.4930 1.0731
H -0.3113 1.5164 -1.3455
H -0.8188 1.9644 0.3090
H -2.0332 -0.1019 -1.2317
H -0.2621 -1.6487 -0.8899
H -0.7534 -1.6216 0.8246
```

***

Number 1: calculated total energy -4684.904 eV, largest force on an atom 4.5 eV/Å. Number 2: calculated total energy -6187.536 eV, largest force on an atom 3.2 eV/Å. Number 3: calculated total energy -6184.547 eV, largest force on an atom 2.8 eV/Å. Number 4: calculated total energy -6187.534 eV, largest force on an atom 2.0 eV/Å. Number 5: calculated total energy -6181.678 eV, largest force on an atom 3.1 eV/Å. Number 6: calculated total energy -8231.176 eV, largest force on an atom 3.0 eV/Å.